No. 1
DFT (ωB97M-V with the def2-TZVPD basis set) results for C20H36IrN6O4 as an isolated structure.

charge	+3
multiplicity	5
Kohn-Sham gap (spin up / spin down)	7.9 / 6.5	eV

```
67
Properties=species:S:1:pos:R:3:nbo_charge:R:1
N -1.772 -1.109 0.326 -0.8695
C 5.031 1.442 2.705 -0.4433
O 0.038 -2.965 -1.955 -0.7609
H -3.431 -0.986 1.603 0.2322
H 1.693 -0.705 -4.701 0.2398
C -4.104 -1.702 -0.293 -0.4346
O 1.047 -0.142 0.740 -0.5196
H 0.895 -3.461 -0.105 0.1861
H -2.908 -1.551 -3.427 0.3974
N -2.836 -1.690 -2.422 -0.8559
C -4.131 -1.355 -1.780 -0.0466
C 5.933 -0.070 0.247 -0.6741
C 1.468 0.468 -2.920 0.7642
C -4.488 0.122 -1.979 -0.4491
H -5.123 -1.621 0.091 0.2559
H -1.187 -0.578 0.973 0.4239
H -2.825 1.323 0.837 0.2367
H -1.068 -0.125 -4.594 0.3893
H 5.896 1.767 2.135 0.2607
N -4.136 2.470 -1.300 -0.6712
C -3.589 1.055 -1.178 -0.0243
H -4.469 0.378 -3.042 0.2355
H 1.265 2.854 1.894 0.2333
H 5.350 0.781 3.512 0.2595
O 2.643 0.584 -2.679 -0.5898
C 3.376 -0.401 0.050 -0.2489
C 0.731 2.990 3.981 -0.1931
H 0.129 3.880 3.857 0.2396
C 0.227 -3.884 -0.855 -0.2550
H 0.845 -2.961 -2.482 0.5029
H -0.753 -4.068 -0.419 0.1816
C 2.149 1.301 3.080 0.1294
H 2.934 -0.158 4.453 0.2352
H -2.670 -2.690 -2.317 0.4050
C -3.211 -0.794 0.550 -0.0437
Ir -0.796 -0.733 -1.664 1.2136
H 0.903 0.838 -4.929 0.2470
O 0.502 0.762 -2.064 -0.8057
H 6.550 -0.452 1.060 0.2582
H 6.325 0.901 -0.063 0.2642
H -5.522 0.245 -1.641 0.2411
H 0.620 -4.830 -1.220 0.2228
C 2.323 0.728 4.332 -0.2293
H 4.504 2.297 3.119 0.2624
N 4.139 0.725 1.800 0.0126
H -3.542 3.148 -0.815 0.4515
H 6.015 -0.748 -0.598 0.2699
H -2.588 1.107 -1.613 0.2247
H -4.923 -1.939 -2.253 0.2346
C 2.247 0.019 0.854 0.6102
H -4.519 0.859 0.742 0.2401
H 3.308 -0.920 -0.888 0.2743
C -3.532 0.684 0.300 -0.4508
C 4.508 0.043 0.650 0.2281
N -0.364 -0.676 -4.117 -0.8481
N 2.821 0.727 1.950 -0.1617
C 1.357 2.422 2.882 -0.2278
H -5.075 2.540 -0.897 0.4481
C 0.963 -0.026 -4.267 -0.3582
H -0.355 -1.578 -4.582 0.3970
H 0.421 2.893 6.099 0.2484
C 0.901 2.437 5.244 -0.1572
H -4.203 2.764 -2.279 0.4532
C 1.693 1.309 5.421 -0.1803
H -1.630 -2.080 0.597 0.4017
H -3.822 -2.749 -0.152 0.2362
H 1.821 0.883 6.407 0.2510
```



No. 2
DFT (ωB97M-V with the def2-TZVPD basis set) results for C11H30ClI2LaN2P2S as an isolated structure.

charge	+2
energy relative to the best compared isomer or geometry (same formula, charge and spin)	0.703	eV
Kohn-Sham gap	4.1	eV

```
50
Properties=species:S:1:pos:R:3:nbo_charge:R:1
I -0.290 -1.081 1.967 0.0244
H -1.924 1.079 7.144 0.2178
H -1.860 2.040 3.907 0.1911
H 3.130 1.034 0.856 0.2553
H 3.185 1.414 -3.081 0.2305
H 2.156 -1.422 4.349 0.2044
H -3.198 -2.359 -0.911 0.2581
H 2.280 -0.288 6.621 0.2054
C -3.482 -1.498 -1.540 -0.9282
H 3.153 2.246 -1.494 0.2581
H 1.444 -1.713 7.370 0.2239
H 1.441 -2.817 5.332 0.2229
I 0.033 1.572 1.692 0.0721
H 0.682 -0.046 7.459 0.2062
C -3.267 0.151 0.611 -0.8840
C 3.486 -1.492 -1.828 -0.9079
H 3.091 -0.710 1.070 0.2572
Cl 0.165 -0.504 -5.413 -0.6181
C -1.252 2.200 4.808 -0.4186
H -4.366 0.029 0.524 0.2533
H -2.677 0.093 5.859 0.2092
H -3.223 1.532 -2.799 0.2247
N 0.527 -0.936 5.577 -0.5230
H -3.322 -1.755 -2.597 0.2282
H 0.600 -2.230 3.918 0.1682
P -2.455 -0.055 -1.051 0.6058
C -3.464 1.299 -1.750 -0.9296
H -3.040 1.150 1.005 0.2521
N -0.808 0.941 5.367 -0.4128
S 1.606 1.090 4.121 -0.2591
H -1.842 2.710 5.587 0.2243
C 3.414 0.094 0.404 -0.8584
H 4.484 1.111 -1.902 0.2655
C -1.722 0.322 6.361 -0.4227
H 4.488 0.015 0.247 0.2552
H -3.295 2.203 -1.133 0.2618
H -4.551 -1.259 -1.376 0.2618
H 3.293 -2.365 -1.189 0.2585
H -2.847 -0.591 1.299 0.2519
C 1.257 -1.908 4.752 -0.4107
H -0.404 2.818 4.563 0.2347
H -4.518 0.970 -1.660 0.2619
H -1.292 -0.584 6.825 0.2537
C 3.414 1.318 -2.014 -0.9236
La -0.014 -0.177 -2.944 2.2112
C 0.377 0.367 5.001 0.3271
P 2.485 -0.048 -1.212 0.5854
H 4.529 -1.173 -1.733 0.2584
H 3.258 -1.737 -2.874 0.2315
C 1.298 -0.733 6.858 -0.4152
```



One value per record, in order, for strongest force on any atom: 0.65, 2.50 eV/Å.